A structure of composition C58H52N6O3SSb2Ti at a distorted geometry, computed with ωB97M-V/def2-TZVPD.

Atoms and positions in Å:
H (0.6000, -2.7351, -2.2586)
H (2.1814, -0.5974, 2.1984)
C (3.5840, -0.9169, 0.5584)
H (-3.8967, 0.2059, -3.0506)
Ti (-1.1035, -0.5237, 0.3137)
H (3.4784, 2.2910, -0.5062)
H (2.6504, 2.0137, -2.5716)
H (-3.8521, -2.9001, 1.4756)
Sb (-1.8921, 1.8792, -1.1678)
H (0.6859, -1.2841, -4.1447)
O (-1.5699, 1.1398, 3.2181)
C (-0.6028, 0.8802, 2.5499)
C (-3.9939, 4.3319, 1.8350)
C (5.3336, 0.3814, 1.5701)
C (2.1810, 2.4046, 4.1262)
C (1.6649, 2.5479, 1.7964)
H (3.3227, 4.0155, 4.9273)
C (-0.1088, -0.1157, 5.3477)
N (-1.9945, -1.8485, -0.8594)
C (2.9228, 4.2998, 2.8440)
C (2.0930, -5.4974, 0.0848)
O (-0.6445, 0.8340, 1.2463)
C (-5.5723, 2.8665, -4.2928)
H (3.0901, -1.8721, 0.4062)
C (-0.9051, -2.5599, 2.7523)
C (4.5211, -1.4719, -3.9210)
H (4.4366, -2.3196, -5.8835)
H (-0.7930, 2.9866, -3.3816)
C (0.0680, -3.0748, 1.7468)
C (-0.5924, 3.2225, -2.3367)
C (0.8980, 3.1946, -2.0650)
H (2.9079, -6.2867, -1.7154)
H (1.2019, 1.6252, -3.4934)
C (-4.1869, 1.2398, -3.1948)
C (-5.1732, 1.5531, -4.1173)
H (2.1289, 1.8900, 5.0711)
H (-1.2479, -3.3664, 3.4205)
C (1.5794, 1.8591, 2.9994)
H (1.9974, -4.5446, -3.1690)
H (2.3854, 4.2894, 0.7748)
C (1.5650, 1.9012, -2.4998)
H (-0.4655, -1.7763, 3.3848)
H (-5.0161, 4.4240, 2.1709)
H (4.3166, -0.6173, -1.9796)
C (1.8225, -4.4888, -2.1056)
C (-3.5949, 2.2484, -2.4536)
C (-2.1751, -2.0166, -2.2212)
C (2.2557, -1.4337, 5.9426)
H (-0.9929, 4.2156, -2.1332)
C (-2.6506, -2.8376, -0.2689)
H (1.3529, -1.8909, 7.8293)
H (-4.4883, 2.9381, 0.2877)
C (-2.7851, -2.9898, 1.2251)
C (-2.8221, -2.8609, -4.7611)
H (5.0521, -1.7137, 1.8985)
H (3.1849, -1.9349, 6.1720)
H (0.9570, -4.7480, 2.6806)
H (-3.8939, -4.4885, -3.8564)
Sb (1.3257, 0.0657, -1.3003)
H (-1.7752, -1.1169, -5.4274)
H (-0.8929, 5.5070, 2.4875)
C (3.8704, -1.9202, -5.0566)
H (-1.2067, -0.3113, -3.1573)
H (-3.0482, -3.1715, -5.7690)
H (-3.8532, -4.4242, -0.9641)
C (-4.0031, 3.5653, -2.6144)
C (-3.6940, 3.4862, 0.7811)
N (-1.9941, -1.9813, 1.9582)
C (0.9124, -0.1429, 4.4050)
N (0.0952, -2.5504, 0.5398)
N (-4.9530, -1.3161, -0.8959)
H (-3.5597, 4.3544, -2.0204)
C (4.6870, -0.8320, 1.3919)
C (3.1183, 0.2171, -0.0988)
O (1.2486, -0.3870, 2.0329)
C (1.0709, -3.4496, -1.6014)
C (4.9028, 1.4962, 0.8746)
C (-2.0824, -1.6912, -4.5665)
H (1.1965, 2.1236, 0.9144)
C (-2.9536, -3.1734, -2.4271)
C (1.7645, -1.3394, -4.0634)
C (-4.3782, -0.6348, -0.1617)
H (-6.3390, 3.1078, -5.0130)
C (2.4138, -0.9073, -2.9179)
H (-0.7542, -0.7098, 7.2939)
H (-5.6186, 0.7668, -4.7057)
S (-3.5070, 0.2773, 0.9035)
H (1.3538, 4.0030, -2.6473)
H (2.4428, -6.3103, 0.6985)
H (-2.6074, -1.4310, 2.5681)
H (3.4274, 5.2527, 2.7886)
C (-2.9862, 5.0477, 2.4611)
H (-5.3015, 4.8940, -3.6644)
C (-1.3753, 4.0845, 0.9665)
C (-2.3781, 3.3443, 0.3528)
N (-3.2195, -3.6650, -1.1655)
H (5.5979, -1.4994, -3.8609)
C (0.8129, 0.5375, 3.0501)
H (2.9330, -0.7935, 4.0267)
H (-1.0167, 0.4251, 5.1365)
C (2.1009, -0.8060, 4.7198)
H (-3.2211, 5.6918, 3.2940)
C (0.0489, -0.7467, 6.5729)
H (5.4207, 2.4357, 0.9788)
H (1.9729, -2.1775, -6.0160)
H (-0.3498, 4.0070, 0.6275)
H (1.0996, 3.4121, -1.0135)
C (2.4900, -1.8486, -5.1270)
C (-3.2897, -3.6104, -3.6999)
N (0.8097, -4.1988, 1.8478)
C (1.2270, -1.4103, 6.8720)
C (2.3260, 3.7614, 1.7170)
C (-4.9921, 3.8688, -3.5334)
H (6.1770, 0.4533, 2.2386)
C (-1.7529, -1.2425, -3.3017)
C (2.3398, -5.4841, -1.2745)
C (3.7944, -0.9684, -2.8554)
C (1.3414, -4.4515, 0.5988)
H (-2.4604, -4.0024, 1.5058)
C (0.8621, -3.4097, -0.2260)
C (3.7991, 1.4146, 0.0401)
C (-1.6803, 4.9360, 2.0157)
C (2.8515, 3.6140, 4.0444)

total charge: +2
LUMO level: -6.1 eV
frontier orbital gap: 7.04 eV

Atom charges from the Mulliken analysis, given in e for atoms 1 to 2: 0.03, -0.81

=====

A structure of composition C58H55CsGe2N2O3P2S2 at a distorted geometry, computed with ωB97M-V/def2-TZVPD.

Atoms and positions in Å:
C (3.6417, -2.3700, -4.8646)
H (4.9950, -3.1560, 5.8734)
C (-3.6612, -2.5940, 0.9221)
C (-1.1617, 1.6239, -6.0785)
H (-0.1481, 0.5322, -7.5659)
H (-4.4001, -1.1595, 3.0127)
H (-0.9956, 0.7355, -5.3806)
H (-6.4206, 3.5465, -5.5095)
H (2.3877, -1.4805, 7.7755)
H (-6.1856, 3.1067, -1.9209)
H (3.6834, -4.8538, 6.3825)
H (7.2737, -2.0556, -0.4729)
H (-0.5306, 2.5559, -0.5354)
S (1.0796, -3.2429, -4.3180)
C (0.3211, -2.4855, 4.5548)
C (5.6740, -3.4288, -1.1399)
H (-5.3166, -3.1465, -0.3858)
C (3.4335, -1.1923, 2.9845)
H (4.7739, 3.3524, -0.9167)
C (-4.8418, -4.6912, 0.9197)
C (-5.3111, 2.4752, -2.1055)
H (0.0062, -3.4492, 7.8014)
H (-4.5120, 2.7610, -1.4273)
C (-3.9914, -5.1534, 1.9709)
C (4.1749, 3.7726, 1.1232)
C (-1.6186, 3.5544, -7.9889)
H (2.0384, -5.1418, 6.8809)
Ge (-4.6932, 2.6715, -3.9549)
H (6.3711, -1.7113, 4.4843)
H (-3.0513, -2.7924, 4.8704)
C (0.7590, -2.8530, 5.8510)
H (-1.9601, 4.2899, -8.7973)
H (-2.2763, -4.6974, 3.2666)
H (-4.7163, 0.0746, -3.9131)
C (2.6539, -2.5493, 7.5935)
C (3.7486, 0.9215, 1.1881)
H (2.1975, -3.2154, 8.3321)
C (-0.2772, -3.1126, 6.7808)
H (-3.6740, 2.8947, 4.2050)
C (-4.6815, -3.4007, 0.4400)
H (-0.8100, 8.6836, -2.7819)
C (-2.3282, 5.6325, -2.2984)
C (-1.8069, 4.9257, -3.4525)
C (4.3456, -3.7912, -0.9984)
C (2.6146, -4.5597, 6.1405)
C (3.4943, -2.9658, -0.2673)
C (-1.1808, 7.6792, -2.9408)
H (6.2590, -3.9052, -1.9329)
H (-4.4909, 0.6925, -5.5730)
H (5.3844, -0.2359, 2.8156)
H (4.3305, 1.0091, -0.9262)
C (4.7984, -1.0174, 3.2907)
C (-1.0213, 5.6508, -4.3311)
C (-5.5757, 4.0111, -5.0406)
C (6.2317, -2.3926, -0.4288)
C (2.5366, -1.7841, 3.9628)
H (-2.1210, -2.6497, -3.7370)
H (-2.8595, 5.0063, -1.5579)
C (-4.1499, 0.8542, 3.5583)
C (4.5114, -2.5404, 5.1549)
C (-1.9965, -2.8675, 5.1323)
H (3.2315, 1.3506, 3.2758)
H (-5.4906, 1.3847, -1.8804)
C (2.1755, -2.0886, -4.9085)
C (-2.9556, -4.3863, 2.4333)
C (5.3677, -1.5120, 0.2940)
O (-1.7342, -1.7763, -4.0052)
C (-2.2810, -0.5792, 3.0034)
H (-6.1636, 0.7891, -4.7370)
H (-2.6932, 7.5095, -1.4454)
H (3.9461, -4.6549, -1.5036)
C (4.2126, 1.5483, 0.0247)
H (-0.3095, 0.4231, 3.3183)
C (-0.7642, 2.4775, -8.2744)
H (3.4901, 3.6742, 3.1703)
C (-2.0981, 6.9646, -2.1660)
C (-2.7966, -3.0836, 1.9056)
C (2.2518, -3.0645, 6.1717)
H (-2.5427, 4.7171, -6.4486)
C (-1.9374, 1.7293, 3.8142)
O (1.1984, -1.7607, 3.7368)
C (-5.0723, 0.8371, -4.6500)
H (3.7422, -2.5869, 7.7304)
H (-1.2728, 2.5257, 4.2259)
C (3.0766, -2.3729, 5.1262)
C (3.7156, 3.1298, 2.2645)
H (-4.9254, 4.4361, -5.7843)
H (-1.1253, 1.8192, 0.7115)
H (-2.3576, -3.1929, 7.2171)
C (3.5205, 1.7601, 2.2993)
H (-5.2442, 0.9235, 3.6192)
H (-4.1792, -6.1292, 2.3703)
P (2.9302, -0.7153, 1.3322)
Ge (-2.2254, 2.9607, -3.8270)
C (5.3403, -1.8187, 4.3047)
C (-0.6563, 1.4702, -7.3647)
H (5.8746, -0.7551, 0.8813)
C (-0.7516, 7.0006, -4.0774)
C (-1.7465, 2.8025, -5.7117)
C (3.9890, -1.7582, 0.3306)
P (-1.4329, -2.0351, 2.4291)
C (-3.6455, -0.3917, 3.1590)
C (4.4583, 2.9436, 0.0432)
H (-0.5561, 5.2025, -5.2087)
H (-0.7889, -2.0269, -4.1862)
H (-5.6405, -5.3031, 0.5622)
C (4.5935, -1.6083, -4.1402)
C (-1.0243, -2.5575, 4.1567)
C (-3.3493, 1.9192, 3.9168)
C (-2.0463, 3.7608, -6.6748)
C (-1.6141, -3.0465, 6.4639)
H (-3.5165, -1.5921, 0.4918)
H (2.4369, -3.1779, -0.0117)
N (4.7154, -4.3794, -6.1155)
H (-5.9211, 4.9489, -4.4913)
H (-0.0341, 7.5399, -4.7553)
S (1.6725, -0.4953, -5.3472)
H (2.4035, -5.0067, 5.1248)
O (-1.1011, 1.7999, -0.2551)
H (-0.1774, 2.4900, -9.2164)
C (-1.4098, 0.5313, 3.3322)
C (4.1566, -3.4927, -5.5530)
H (4.2763, 4.8986, 1.1344)
N (5.3072, -0.9348, -3.4606)
Cs (0.5440, -0.3558, -1.9013)

total charge: -1
LUMO level (spin up / spin down): 1.5 / 0.3 eV
frontier orbital gap (spin up / spin down): 4.66 / 3.52 eV
2S+1: 2

Atom charges from the Mulliken analysis, given in e for atoms 1 to 2: 0.17, 0.38

=====

A structure of composition C58H58N4OP2Re, computed with ωB97M-V/def2-TZVPD.

Atoms and positions in Å:
C (-3.9505, 4.9727, -1.7977)
N (-0.5842, 1.5445, -0.3110)
C (1.7371, -2.7486, 1.9208)
H (5.9863, -1.4107, -1.0505)
H (-0.9078, -0.9150, -5.8179)
H (-6.2586, 3.8297, -0.9321)
H (0.4970, -2.8756, -0.6734)
C (4.7359, -0.6943, 0.5501)
C (2.9539, 0.5083, 3.4248)
H (-5.1654, 5.3981, 0.6279)
O (3.4255, -0.0047, 2.3113)
N (0.5783, 0.7115, -2.5933)
C (6.7808, -1.5095, 2.2389)
C (4.4736, 3.3066, -2.4593)
C (3.1208, 1.4027, 5.6155)
H (3.6801, 1.7815, 6.4610)
H (5.5126, -0.8738, 3.8693)
H (4.8403, 1.0209, 4.3883)
C (4.3998, 1.9865, -2.0727)
H (0.4545, 3.3147, -0.0810)
C (3.5882, 1.6198, -0.9820)
H (2.4528, 4.7117, -0.1270)
H (-0.0433, 0.3314, -6.7392)
H (-1.6660, 0.6711, -6.0901)
Re (1.0509, 0.2439, -0.5641)
H (5.1211, 3.5918, -3.2782)
C (0.8396, 1.9401, -3.1872)
H (-4.8665, -5.5042, -0.6945)
H (-0.6563, -1.7907, 4.1151)
H (-5.5967, 2.4571, -0.0617)
C (4.6549, -0.5159, 1.9326)
H (-5.9493, -3.6402, -1.8894)
C (0.4208, 1.8933, -4.4759)
H (-0.1573, 0.9627, 4.6626)
H (0.4519, 2.6295, -5.2624)
C (3.7688, 0.9786, 4.4898)
H (-0.2912, -4.0690, 4.9084)
H (-3.8865, -0.7713, -0.6301)
C (-4.1807, -3.4705, -0.6722)
C (-4.1386, 3.9849, -0.6366)
C (3.7401, 4.2823, -1.7766)
N (-0.1152, 0.6397, -4.6714)
C (0.0512, -2.4176, 3.5917)
C (-1.0835, 0.2804, 2.3784)
C (0.2725, -3.7042, 4.0597)
C (2.8953, 2.6083, -0.2729)
N (-0.5557, -1.1091, -0.6342)
C (-2.6713, 2.0293, 2.8915)
C (-4.9433, -3.1279, 0.6196)
C (1.9751, -4.0270, 2.3996)
C (1.2264, -4.5142, 3.4616)
H (-3.8782, 1.2376, -0.8262)
C (5.8820, -1.2652, 0.0177)
C (0.9190, 0.9512, 4.5696)
C (5.6364, -0.9417, 2.8012)
H (-5.2115, -2.0704, 0.6713)
C (-4.2862, 4.7567, 0.6858)
H (-3.3417, -5.3160, 0.1535)
C (-2.9335, 1.7248, -0.6429)
C (1.7066, 1.3584, 5.6705)
C (-2.8966, 3.1121, -0.5362)
C (-1.7834, 0.9654, -0.5222)
H (-5.2831, -2.0133, -1.8893)
H (-1.5178, 4.7546, -0.2398)
C (1.5162, 0.5488, 3.4032)
C (-2.9291, -1.2700, -0.6551)
C (-0.0071, -0.0320, -3.5285)
C (-3.4164, -0.2505, 2.7055)
H (-5.3628, 2.6094, -1.8194)
P (3.3404, -0.0617, -0.4352)
C (6.9075, -1.6581, 0.8705)
C (-2.1184, -0.6513, 2.4145)
H (5.0005, 1.2482, -2.5876)
C (3.1062, -0.7629, -3.1798)
P (0.6099, -0.1939, 1.9376)
H (-3.4251, 5.3958, 0.8876)
C (-2.8899, -2.6684, -0.6825)
C (3.0923, -3.0424, -3.9303)
H (3.8127, 5.3180, -2.0829)
H (-4.7005, 1.3945, 3.1970)
C (-5.0191, -3.0724, -1.8949)
C (-5.4014, 3.1597, -0.8765)
C (-0.4948, -2.4441, -0.6720)
C (3.1110, -1.6800, -4.2109)
H (3.0560, -4.5533, -2.4049)
H (1.3245, 2.7456, -2.6557)
C (0.7542, -1.9346, 2.4821)
H (7.5764, -1.8544, 2.8865)
C (-1.3787, 1.6302, 2.5997)
C (-1.6363, 3.6829, -0.3246)
C (-1.7775, -0.5176, -0.6211)
C (-0.5247, 2.8858, -0.2269)
C (3.1071, -1.1907, -1.8360)
C (-1.6224, -3.2434, -0.6957)
C (3.0647, -3.4919, -2.6136)
H (-3.8253, 4.4519, -2.7486)
C (-3.6929, 1.0854, 2.9487)
H (2.7450, -4.6464, 1.9548)
H (-3.3936, -5.2766, -1.6224)
H (-4.3618, -3.3873, 1.5073)
H (1.3967, -5.5162, 3.8339)
H (-4.4980, -3.2964, -2.8271)
H (-3.0932, 5.6298, -1.6449)
H (-0.3302, -1.0556, -3.4112)
H (3.1075, -3.7603, -4.7411)
C (3.0830, -2.5796, -1.5786)
H (-5.8697, -3.7016, 0.6511)
C (-0.7275, 0.1518, -5.9143)
H (-4.8351, 5.6044, -1.8778)
H (2.3232, -2.3639, 1.1026)
H (7.8059, -2.1015, 0.4633)
C (-3.9145, -4.9748, -0.7115)
H (-1.4942, -4.3162, -0.7166)
H (-0.5917, 2.3778, 2.5651)
H (-4.2083, -0.9876, 2.7547)
H (1.2120, 1.6660, 6.5840)
H (-1.9212, -1.6971, 2.2236)
H (3.0821, 0.2913, -3.4160)
H (-4.4217, 4.0773, 1.5301)
C (2.9684, 3.9395, -0.6845)
H (3.1419, -1.3372, -5.2367)
H (2.3690, 2.3589, 0.6429)
H (3.1248, -2.9478, -0.5623)
H (-2.8863, 3.0728, 3.0844)

total charge: +4
LUMO level (spin up / spin down): -11.0 / -13.2 eV
frontier orbital gap (spin up / spin down): 7.12 / 4.91 eV
2S+1: 2

Atom charges from the Mulliken analysis, given in e for atoms 1 to 2: -1.62, 0.86

=====

Calculated total energy / eV: -123088.065 -223986.730 -89768.430